42
Properties=species:S:1:pos:R:3:forces:R:3:mulliken_charge:R:1 method="wB97M-V/def2-TZVPD" homo_lumo_gap_ev=6.5 charge=-2
K 19.3689 -0.9486 12.0163 -0.823 0.888 -0.370 0.9926
C 19.2903 2.0086 14.6909 -1.352 0.235 0.408 0.5169
F 19.8937 2.1310 13.5166 0.214 -0.090 0.109 -0.1353
F 20.0330 1.2120 15.4848 0.394 -0.049 -0.019 -0.2436
F 19.2396 3.2274 15.2835 0.291 -0.413 -0.266 -0.2512
S 17.5479 1.3298 14.5308 -2.617 0.681 -0.932 1.1020
O 17.7065 -0.0181 13.9838 1.043 0.260 0.102 -0.6658
O 16.9714 1.3283 15.8661 1.026 -0.071 0.330 -0.7051
O 16.8744 2.2812 13.6534 1.303 -0.746 0.609 -0.6169
C 14.3828 -1.1071 10.1277 1.374 -0.006 -0.484 0.3999
F 14.4659 -2.4220 9.8068 -0.435 -0.094 0.161 -0.2478
F 13.4789 -0.5518 9.3198 -0.459 0.025 -0.101 -0.2246
F 13.9511 -1.0088 11.3823 -0.191 -0.078 0.055 -0.2160
S 16.0671 -0.3421 9.8816 1.128 1.214 -0.618 1.2536
O 16.8523 -1.0460 10.8897 -0.021 -0.513 -0.124 -0.6735
O 16.4526 -0.6302 8.4963 -0.737 -0.484 0.978 -0.7175
O 15.8620 1.0602 10.1486 -0.487 -0.529 0.032 -0.6240
C 20.8095 3.3572 10.1555 -1.778 -0.655 -0.597 0.4541
F 21.7111 2.3670 9.9864 0.441 0.201 0.232 -0.2977
F 20.9587 3.8957 11.3628 0.527 0.048 0.163 -0.2317
F 21.0825 4.2934 9.2345 0.329 0.323 0.027 -0.2447
S 19.0584 2.6616 9.9269 -1.013 0.158 -0.326 1.0786
O 18.9088 2.5473 8.4845 0.754 -0.168 0.418 -0.6975
O 19.1632 1.4090 10.6568 0.358 0.030 -0.075 -0.2439
O 18.1914 3.6573 10.5124 0.723 0.040 0.125 -0.7042
C 21.7897 -2.1438 7.7265 -0.156 0.129 -0.652 -0.6062
O 22.9535 -1.6799 8.4278 -0.123 0.111 1.140 -0.3593
P 22.8378 -1.4258 10.0061 0.283 0.687 -0.792 0.3359
O 21.6686 -0.6835 10.4917 0.399 -0.447 -0.086 0.1089
O 22.9470 -2.9150 10.5172 0.226 0.248 0.915 -0.3227
C 23.1822 -3.0970 11.9191 1.010 -1.609 0.271 -0.7445
O 24.2621 -0.7651 10.3800 -1.246 -0.762 -0.257 -0.3862
C 24.3910 0.6222 10.0415 0.790 0.540 -0.437 -0.5386
H 21.0284 -1.3656 7.6969 0.049 0.041 -0.070 0.2955
H 21.3310 -3.0561 8.1119 0.323 0.037 0.471 0.2850
H 22.1676 -2.3802 6.7334 -0.236 0.166 -0.095 0.2304
H 22.5826 -3.9364 12.2700 -0.498 0.333 -0.044 0.2842
H 23.1207 -2.2507 12.5991 -0.468 0.383 -0.495 0.3231
H 24.1992 -3.4903 12.0146 0.118 0.278 -0.047 0.2744
H 25.1718 0.6891 9.2792 -0.108 -0.018 -0.051 0.2734
H 24.7526 1.1816 10.9031 -0.280 -0.139 0.158 0.2598
H 23.4822 1.0783 9.6508 -0.076 -0.187 0.234 0.2301